<one>
# C4H8O3P

A structure of composition C4H8O3P (ωB97M-V with the def2-TZVPD basis set, the OMol25 dataset).

Positions of all 16 atoms, in Å:
C -1.9241 -0.5729 -1.3270
C 2.0066 -0.3559 -1.1938
C -1.2995 0.0215 1.8404
C 1.5082 0.2545 0.1350
O -1.1119 -1.0103 -2.0634
O -3.0869 -0.5210 -0.9814
O -1.0183 2.1266 0.2097
P -0.8781 0.6485 0.1052
H 3.0376 -0.1894 -1.3195
H 1.6426 -1.3567 -1.2794
H 1.5866 0.2258 -2.0178
H -2.2643 -0.0584 2.1368
H -0.6235 -0.8335 2.0816
H -0.9641 0.9415 2.3532
H 1.8613 1.2254 0.3497
H 1.5278 -0.5456 0.9707

Computed properties:
Total charge: -1
Lowest unoccupied orbital energy, eV: 4.065
E_HOMO, Ha: -0.12214
Multiplicity: 1
M, g/mol: 135.08
Kohn-Sham gap, eV: 7.39

=====

<two>
# C4H8O3P

The ion C4H8O3P with charge -1 (ωB97M-V with the def2-TZVPD basis set, the OMol25 dataset).

Positions of all 16 atoms, in Å:
C -2.0993 1.6926 -0.0388
C -1.3058 0.5392 0.6313
O -1.3655 -0.6902 0.0805
C -0.1421 -0.0393 -0.1208
P 1.3977 -0.5270 0.7301
C 2.0442 -1.6336 -0.6610
O 1.2468 -1.1732 2.0675
O 2.1899 0.7234 0.6284
H -1.7124 1.7977 -1.0970
H -2.0753 2.6973 0.5453
H -3.1000 1.3353 -0.2332
H -1.2807 0.5734 1.6790
H -0.1631 0.2638 -1.2995
H 2.2776 -0.9810 -1.4828
H 2.8852 -2.2836 -0.3620
H 1.2028 -2.2948 -1.0670

Computed properties:
Total charge: -1
Lowest unoccupied orbital energy, eV: 3.855
E_HOMO, Ha: -0.17233
Multiplicity: 1
M, g/mol: 135.08
Kohn-Sham gap, eV: 8.54

=====

Q: Which of them is the least stable? A: <one>.

=====

<one>
# C23H25N3O3

An isolated molecule of C23H25N3O3 (ωB97M-V with the def2-TZVPD basis set, the OMol25 dataset).

Positions of all 54 atoms, in Å:
C 3.3189 0.6436 -1.3762
C 2.5465 -0.5879 -1.7415
C 3.0596 -1.5204 -2.6360
C 2.3333 -2.6519 -2.9603
C 1.0870 -2.8701 -2.3972
C 0.5560 -1.9506 -1.5040
C -0.7720 -2.1704 -0.8395
C -0.6047 -2.9133 0.5000
N 0.4441 -2.3430 1.3188
C 0.3109 -1.1384 1.9256
O -0.7360 -0.5299 1.9644
C 1.6174 -0.6555 2.5521
C 1.4209 0.4806 3.5549
N 0.7980 1.6244 2.9375
C -0.3343 2.1599 3.4192
O -0.8091 1.9286 4.5092
C -0.9792 3.1443 2.4281
N -1.5724 2.4208 1.3200
C -2.8463 1.9559 1.4412
C -3.4692 1.2879 0.4494
C -2.7914 1.0736 -0.7852
C -3.3867 0.4318 -1.8809
C -2.6896 0.2570 -3.0521
C -1.3817 0.7277 -3.1747
C -0.7764 1.3560 -2.1131
C -1.4638 1.5269 -0.9060
C -0.7864 2.1454 0.2225
O 0.4130 2.4273 0.2298
C 1.2989 -0.8216 -1.1837
H 4.1394 0.3911 -0.7031
H 3.7507 1.1037 -2.2631
H 2.6752 1.3672 -0.8808
H 4.0293 -1.3546 -3.0835
H 2.7392 -3.3683 -3.6600
H 0.5220 -3.7534 -2.6592
H -1.2386 -1.2070 -0.6353
H -1.4362 -2.7513 -1.4805
H -0.3567 -3.9624 0.3279
H -1.5394 -2.8493 1.0620
H 1.3745 -2.6992 1.1687
H 2.1109 -1.4935 3.0468
H 2.2624 -0.3119 1.7375
H 2.3951 0.7659 3.9715
H 0.7668 0.1668 4.3731
H 1.0517 1.8472 1.9787
H -1.7527 3.7154 2.9436
H -0.2162 3.8168 2.0267
H -3.3212 2.1523 2.3901
H -4.4742 0.9231 0.5801
H -4.4032 0.0780 -1.7882
H -3.1569 -0.2424 -3.8884
H -0.8464 0.5939 -4.1024
H 0.2322 1.7323 -2.1886
H 0.8869 -0.0991 -0.4959

Computed properties:
Lowest unoccupied orbital energy, eV: 0.589
E_HOMO, Ha: -0.29824
Multiplicity: 1
M, g/mol: 391.47
Kohn-Sham gap, eV: 8.70

=====

<two>
# C23H25N3O3

A structure of composition C23H25N3O3 (ωB97M-V with the def2-TZVPD basis set, the OMol25 dataset).

Positions of all 54 atoms, in Å:
C 5.4725 1.0092 -1.1509
C 4.7706 0.2002 -0.1408
H 5.3106 -0.7760 0.0420
H 4.7670 0.7434 0.7549
O 3.6673 -0.2505 -0.6921
C 2.6622 0.4939 -0.2779
O 2.8531 1.6371 0.3031
C 1.3013 -0.2234 -0.8388
C 0.1276 0.3793 -0.7053
N -1.0422 -0.1387 -1.0325
C -1.1117 -1.5697 -1.6846
O -2.0671 -1.9746 -2.2642
N 0.2257 -1.7882 -2.1038
H 0.0854 -2.8732 -2.3770
C 1.3744 -1.6190 -1.3537
C 1.6714 -2.5385 0.0625
C 2.8430 -3.0677 0.1206
C 3.0401 -4.0308 1.2550
C 1.8113 -4.2831 2.0773
C 0.7724 -3.6073 2.0864
C 0.6030 -2.7688 0.7916
H -0.3075 -2.3346 0.9322
H -0.0832 -3.7940 2.7605
H 2.1564 -4.9418 3.1446
H 3.7943 -4.7756 1.0996
H 3.4848 -3.0684 -0.6288
H 2.3065 -1.5498 -1.9566
H -2.0396 0.1716 -0.9307
C -0.0108 1.8570 0.0065
N -1.3569 2.0901 0.6363
C -2.6248 2.2752 -0.0299
C -2.8190 2.5721 -1.4700
C -4.1927 2.9241 -1.6489
C -5.0475 3.1411 -0.7607
C -4.7687 2.8673 0.6191
C -3.6870 2.3559 1.0520
C -2.9929 2.1914 2.1566
H -2.9626 3.1326 3.2190
H -3.4922 1.3741 2.8690
C -1.4588 1.6419 2.1247
C -1.2369 0.4660 2.5021
H -1.2441 0.0899 3.6822
H -1.8209 -0.3312 1.8613
H -0.0937 0.1420 2.0856
H -0.7237 2.3014 2.4818
H -5.6957 3.0595 1.3582
H -6.1443 3.4589 -0.9814
H -4.4193 3.3106 -2.7078
H -2.1738 2.4256 -2.1921
H 0.7903 1.9925 0.6419
H -0.1092 2.5058 -0.9854
H 5.5108 0.3750 -2.2056
H 6.3069 1.3065 -1.0293
H 4.8974 1.9764 -1.3103

Computed properties:
Lowest unoccupied orbital energy, eV: 0.203
E_HOMO, Ha: -0.27872
Multiplicity: 1
M, g/mol: 391.47
Kohn-Sham gap, eV: 7.79

=====

Q: Which of them is the least stable? A: <two>.

=====

<one>
# C20H60O10

A cluster of 10 separate species, C20H60O10 in total (ωB97M-V with the def2-TZVPD basis set, the OMol25 dataset).

Positions of all 90 atoms, in Å:
C 1.9021 1.8566 -3.4473
C 0.5062 2.4317 -3.4661
O 0.0107 2.5219 -2.2020
H 1.9745 0.9504 -3.0062
H 2.6799 2.3800 -2.9561
H 2.4476 1.7075 -4.5154
H 0.0053 1.7019 -4.2251
H 0.3524 3.4117 -3.7832
H -0.2000 1.6264 -1.9301
C -1.5562 -3.5059 2.5313
C -0.4035 -3.0938 3.4817
O 0.2044 -2.0056 3.0853
H -2.3657 -2.9067 2.4472
H -2.0085 -4.3011 2.9032
H -1.1474 -3.6569 1.4737
H 0.2552 -3.8384 3.4191
H -0.5075 -2.9882 4.4496
H -0.5099 -1.4840 2.9256
C 0.6726 0.3429 0.4478
C -0.1706 -0.6790 -0.3381
O -0.6949 -0.0462 -1.5579
H 0.1491 0.8504 1.3089
H 1.2619 0.9042 -0.2625
H 1.3726 -0.3201 1.1348
H -0.9964 -0.9078 0.4595
H 0.4873 -1.5488 -0.5955
H -1.0866 -0.7945 -1.8380
C 4.5118 -0.1722 -1.5020
C 6.0029 -0.6309 -1.2400
O 6.1286 -2.0333 -1.2053
H 4.2986 -0.4419 -2.6331
H 4.2882 0.9217 -1.4180
H 3.7522 -0.4904 -0.7505
H 6.0226 -0.1156 -0.2328
H 6.8788 -0.1932 -1.7749
H 7.1123 -2.2979 -1.2609
C 1.8692 5.1441 1.3731
C 1.1924 4.6639 -0.0149
O 2.0568 3.7571 -0.7988
H 2.7419 5.6754 0.9933
H 1.9935 4.2000 2.0356
H 1.2658 5.9132 1.8225
H 0.9576 5.5591 -0.5032
H 0.2808 4.1750 0.0022
H 1.5386 3.3842 -1.5320
C -0.4751 0.2543 5.2297
C -1.4771 0.8879 4.2640
O -1.8528 -0.0002 3.3070
H -0.2349 0.8821 6.0403
H 0.4416 0.0071 4.7346
H -0.9993 -0.7424 5.7042
H -0.9817 1.8848 3.9739
H -2.3539 0.9865 4.7503
H -2.6090 0.5528 2.9178
C -3.0961 1.3976 -4.2898
C -4.5926 1.1020 -4.0632
O -4.7027 -0.2479 -3.6664
H -2.7015 0.6351 -5.2138
H -2.4965 1.1540 -3.2480
H -2.5020 2.3005 -4.5498
H -5.0031 1.5544 -4.9717
H -5.0250 1.8269 -3.3973
H -5.5797 -0.2543 -3.3960
C -3.3977 -0.1062 0.3298
C -4.5269 0.5483 1.0275
O -4.0466 0.8915 2.3328
H -3.7236 -0.2504 -0.7237
H -3.0509 -1.1087 0.9541
H -2.4737 0.5178 0.2661
H -5.3527 -0.1419 1.0999
H -4.7467 1.4241 0.5615
H -4.9102 1.4169 2.7586
C -1.9303 -3.4695 -1.5056
C -2.6348 -3.1432 -2.7759
O -2.1493 -1.8811 -3.1552
H -1.7479 -2.6854 -0.8897
H -0.8555 -3.7365 -1.7504
H -2.4839 -4.4057 -1.1636
H -3.6877 -3.0169 -2.6528
H -2.7738 -3.8029 -3.6131
H -2.7395 -1.3302 -3.5249
C 5.1525 -1.4822 2.1196
C 3.7824 -2.0780 2.3973
O 3.0646 -1.2091 3.1868
H 5.6426 -1.2599 2.9150
H 5.2276 -0.5060 1.6320
H 5.7088 -2.0898 1.4080
H 3.7393 -3.1809 2.6280
H 3.4333 -2.1821 1.3577
H 2.1941 -1.5403 3.3498

Computed properties:
Lowest unoccupied orbital energy, eV: 0.091
E_HOMO, Ha: -0.33786
Multiplicity: 1
M, g/mol: 460.69
Kohn-Sham gap, eV: 9.28

=====

<two>
# C20H60O10

A cluster of 10 separate species, C20H60O10 in total (ωB97M-V with the def2-TZVPD basis set, the OMol25 dataset).

Positions of all 90 atoms, in Å:
C -8.9376 20.7031 -7.5625
C -8.4354 21.6049 -8.6704
O -7.4789 20.9233 -9.4576
H -9.3482 19.7949 -7.9949
H -9.6539 21.2478 -6.9440
H -8.1101 20.5297 -6.8724
H -7.9976 22.5157 -8.2213
H -9.2369 22.0787 -9.2589
H -7.0240 21.5622 -10.0120
C -5.6986 26.7077 -6.1890
C -5.7247 27.9680 -5.3428
O -6.7348 28.8552 -5.8397
H -4.9802 25.9356 -5.8936
H -5.6600 26.8497 -7.2710
H -6.6324 26.1474 -6.0632
H -4.7906 28.5395 -5.3584
H -6.0259 27.7093 -4.3276
H -6.4050 29.2411 -6.6565
C -11.3492 24.7842 -5.1997
C -12.6525 24.3068 -5.7529
O -12.5842 24.4606 -7.1800
H -11.2672 25.8253 -5.5259
H -10.5570 24.2189 -5.6824
H -11.3621 24.7774 -4.1111
H -13.5514 24.7635 -5.3096
H -12.9038 23.2443 -5.5845
H -13.2986 23.9777 -7.6010
C -2.3740 23.3740 -1.2496
C -3.4472 23.4879 -2.3106
O -3.8869 22.1963 -2.8118
H -2.2004 24.3665 -0.8347
H -1.4986 22.8143 -1.5685
H -2.8535 22.8124 -0.4398
H -3.1319 24.0259 -3.2107
H -4.3417 23.9707 -1.9173
H -3.1285 21.7770 -3.2343
C -7.1338 19.5398 -3.7175
C -7.6727 19.2711 -2.3365
O -6.7206 18.4955 -1.5874
H -6.9571 18.6799 -4.3672
H -6.1248 19.9725 -3.7390
H -7.7357 20.2807 -4.2547
H -8.5651 18.6518 -2.4404
H -7.9453 20.1458 -1.7486
H -6.0415 19.1472 -1.3227
C -4.9419 28.0234 -0.8093
C -4.1536 27.2483 -1.8265
O -2.8979 26.9128 -1.2014
H -5.0569 27.4331 0.0980
H -5.9082 28.3324 -1.2146
H -4.4385 28.9562 -0.5462
H -4.0073 27.7946 -2.7622
H -4.6731 26.3041 -2.0438
H -2.2890 26.7069 -1.9195
C -8.0054 25.1528 -0.3850
C -8.8333 26.1857 -1.1439
O -8.5324 27.4995 -0.6728
H -8.3114 25.0872 0.6628
H -6.9688 25.4951 -0.3928
H -8.0431 24.1345 -0.7732
H -9.8961 25.9396 -1.1860
H -8.5161 26.1736 -2.1936
H -9.3048 27.8114 -0.1912
C -7.9523 23.8555 -4.7126
C -6.6501 23.8443 -3.9316
O -6.8377 22.8809 -2.8786
H -8.6930 24.4396 -4.1627
H -8.3239 22.8607 -4.9468
H -7.9101 24.3957 -5.6658
H -6.4655 24.8043 -3.4344
H -5.8348 23.5394 -4.5955
H -5.9400 22.6633 -2.5962
C -8.9575 26.2080 -8.3336
C -8.7852 27.0790 -9.5587
O -9.4249 28.3333 -9.3073
H -8.5000 25.2197 -8.4011
H -10.0212 25.9962 -8.2013
H -8.5841 26.8035 -7.4978
H -9.3363 26.5984 -10.3724
H -7.7335 27.2362 -9.7993
H -8.8296 29.0530 -9.5216
C -5.4627 21.1118 1.4607
C -5.8915 21.6498 0.1215
O -5.3057 20.8048 -0.9000
H -5.8814 21.6710 2.3073
H -4.3806 21.0974 1.6042
H -5.8153 20.0922 1.6275
H -5.5831 22.6886 0.0010
H -6.9674 21.4979 0.0255
H -4.6959 21.3328 -1.4592

Computed properties:
Lowest unoccupied orbital energy, eV: 0.207
E_HOMO, Ha: -0.34330
Multiplicity: 1
M, g/mol: 460.69
Kohn-Sham gap, eV: 9.55

=====

<three>
# C20H60O10

A cluster of 10 separate species, C20H60O10 in total (ωB97M-V with the def2-TZVPD basis set, the OMol25 dataset).

Positions of all 90 atoms, in Å:
C 12.8638 29.1262 1.1984
C 13.5209 29.0180 -0.1272
O 12.5210 28.5900 -0.9542
H 13.5853 29.2520 2.0057
H 12.5154 28.1233 1.4449
H 12.0694 29.8724 1.2130
H 14.4830 28.5116 -0.2051
H 13.7394 29.9839 -0.5826
H 12.1414 29.3917 -1.3215
C 15.6020 35.1043 -0.2791
C 15.9472 36.5095 -0.7898
O 17.2793 36.7206 -0.3406
H 16.4071 34.5309 -0.7386
H 14.5997 34.7251 -0.4785
H 15.9001 34.9986 0.7641
H 15.3624 37.3282 -0.3703
H 15.9543 36.5666 -1.8782
H 17.6385 37.3566 -0.9637
C 21.3842 29.3966 0.4534
C 21.3394 28.1912 -0.4035
O 20.5468 27.1261 0.0235
H 21.7379 29.1856 1.4626
H 20.4387 29.9349 0.5190
H 21.9514 30.1776 -0.0531
H 22.3241 27.7632 -0.5911
H 20.9046 28.4437 -1.3706
H 20.7090 26.4925 -0.6792
C 19.5775 28.6040 4.4797
C 18.2547 28.4442 5.1193
O 17.4058 28.8572 4.0677
H 19.8568 29.6478 4.3361
H 19.8041 28.0880 3.5467
H 20.4215 28.3890 5.1351
H 18.1782 28.9017 6.1056
H 18.0132 27.3888 5.2452
H 17.8984 28.5874 3.2891
C 16.6865 31.4810 -0.1544
C 17.4023 30.1185 -0.3502
O 16.8460 29.5063 -1.4905
H 17.1156 31.9882 0.7098
H 15.6331 31.3075 0.0658
H 16.8843 32.0444 -1.0663
H 17.3220 29.4958 0.5408
H 18.4539 30.2091 -0.6221
H 17.0530 28.5784 -1.3572
C 19.9201 35.7555 -2.3932
C 20.0146 34.2033 -2.4051
O 21.3081 33.8868 -1.8661
H 20.6345 36.2193 -3.0733
H 20.2907 36.1420 -1.4438
H 19.0362 36.2400 -2.8078
H 20.0834 33.7752 -3.4052
H 19.1314 33.8566 -1.8685
H 21.9735 34.1508 -2.5057
C 16.3887 34.0832 -3.9458
C 15.1580 34.7197 -4.4771
O 14.3882 35.3549 -3.4807
H 17.1214 33.7011 -4.6566
H 15.9675 33.2930 -3.3243
H 16.9980 34.7824 -3.3730
H 14.5719 34.0953 -5.1515
H 15.3694 35.5414 -5.1613
H 13.5283 35.5904 -3.8368
C 13.7744 32.3295 3.0824
C 12.6440 32.8734 2.2805
O 11.6292 33.0290 3.1877
H 13.4382 31.3629 3.4577
H 14.0895 33.0340 3.8521
H 14.6182 32.1276 2.4226
H 12.4166 32.1000 1.5469
H 12.9619 33.8294 1.8645
H 10.8348 33.1602 2.6648
C 16.9526 26.1207 -2.8531
C 16.8029 24.7719 -2.2545
O 18.0414 24.1804 -1.9025
H 16.0047 26.4229 -3.2984
H 17.6517 26.1075 -3.6892
H 17.3770 26.8833 -2.2000
H 16.2499 24.0916 -2.9021
H 16.1518 24.8297 -1.3823
H 17.8448 23.4241 -1.3449
C 16.5430 26.2673 0.9627
C 17.6173 26.4106 1.9682
O 18.3837 27.5936 1.7169
H 15.8010 25.5164 1.2338
H 16.9248 25.9542 -0.0090
H 16.0887 27.2370 0.7591
H 18.3523 25.6060 1.9920
H 17.1328 26.4437 2.9441
H 19.0995 27.3873 1.1113

Computed properties:
Lowest unoccupied orbital energy, eV: 0.495
E_HOMO, Ha: -0.34775
Multiplicity: 1
M, g/mol: 460.69
Kohn-Sham gap, eV: 9.96

=====

Q: Which of them is the least stable? A: <one>.